[1]
Molecular formula: C4H12N2
Method: DFT, ωB97M-V/def2-TZVPD

Geometry as XYZ:
```
18
C4H12N2 | OMol25 | ωB97M-V/def2-TZVPD
H -0.36127 -1.61847 -0.47647
N -1.27568 -1.76239 -0.05800
C -2.19586 -1.05479 -0.48345
C -2.00000 0.03807 -1.42227
H -3.18444 -1.28515 -0.27304
H -2.40031 0.91584 -1.11891
H -0.97151 0.18559 -1.68411
H -2.50669 -0.12450 -2.43982
H -1.63160 2.14934 2.63002
H -2.18671 2.55782 2.77465
C 2.32221 -1.33990 0.66225
N 1.74880 -0.37338 0.09794
C 2.35167 1.06338 -0.00114
H 3.38287 -1.45681 1.06537
H 1.59038 -2.17784 0.60812
H 3.40157 1.16244 0.34106
H 2.11610 1.55852 -0.92985
H 1.80048 1.56224 0.70768
```

Calculated values
* E_HOMO: -9.19 eV
* SMILES: [H]/N=C\C.[H][H].C=NC
* ΔE to the lowest compared entry with this formula, charge and spin: 3.619 eV
* electronic energy: -268.98336 hartree
* spin multiplicity: 1
* F_max: 4.1 eV Å⁻¹
* charge: 0
* gap between HOMO and LUMO: 10.25 eV

***

[2]
Molecular formula: C15H22N2O4S
Method: DFT, ωB97M-V/def2-TZVPD

Geometry as XYZ:
```
44
C15H22N2O4S | OMol25 | ωB97M-V/def2-TZVPD
C -4.84399 -2.49248 1.02635
C -3.52395 -1.86019 0.59013
N -3.73027 -0.89616 -0.48278
C -4.17467 0.39367 0.03406
C -4.67020 1.32821 -1.06274
C -2.63927 -0.84215 -1.42596
C -1.26691 -0.38933 -0.87484
N -1.22456 1.02744 -0.61274
S -0.55085 1.57170 0.79545
O -0.78119 2.98323 0.83607
O -1.03367 0.73716 1.85395
C 1.20203 1.27145 0.58256
C 1.76379 0.10736 1.07180
C 3.10399 -0.14748 0.85351
C 3.89265 0.76192 0.14023
C 5.30284 0.54286 -0.11674
C 6.05079 -0.49221 0.28510
C 7.47570 -0.55619 -0.06597
O 8.07845 0.25769 -0.72105
O 8.06225 -1.65624 0.43389
C 3.29818 1.93466 -0.34165
C 1.95787 2.18800 -0.12332
H -5.36351 -2.89272 0.15988
H -5.49081 -1.76783 1.51195
H -4.65119 -3.30041 1.72784
H -3.02810 -1.40022 1.45878
H -2.87584 -2.65504 0.21133
H -5.01126 0.18211 0.70312
H -3.39003 0.89098 0.62293
H -3.84520 1.74768 -1.63196
H -5.21795 2.15236 -0.61307
H -5.33460 0.79259 -1.73685
H -2.92517 -0.18052 -2.24516
H -2.51425 -1.84868 -1.83809
H -1.08919 -0.87200 0.08683
H -0.47305 -0.68980 -1.57263
H -1.09640 1.63715 -1.40095
H 1.14302 -0.57235 1.63390
H 3.54237 -1.05393 1.23889
H 5.80265 1.30868 -0.69861
H 5.68199 -1.31702 0.87290
H 9.00092 -1.67454 0.19126
H 3.90023 2.64698 -0.88600
H 1.48635 3.09363 -0.47163
```

Calculated values
* E_HOMO: -8.22 eV
* SMILES: CCN(CC)CCNS(=O)(=O)c1ccc(/C=C/C(=O)O)cc1
* ΔE to the lowest compared entry with this formula, charge and spin: 2.108 eV
* electronic energy: -1393.42136 hartree
* spin multiplicity: 1
* F_max: 1.0 eV Å⁻¹
* charge: 0
* gap between HOMO and LUMO: 7.52 eV

***

[3]
Molecular formula: C24H37FN2O2
Method: DFT, ωB97M-V/def2-TZVPD

Geometry as XYZ:
```
66
C24H37FN2O2 | OMol25 | ωB97M-V/def2-TZVPD
C -5.09173 -1.28121 -3.59822
C -4.17824 -1.64519 -2.46531
C -3.94888 -0.80810 -1.38084
C -3.10433 -1.17295 -0.33875
C -2.92244 -0.31647 0.88000
O -3.08477 -0.79885 1.98897
N -2.61093 1.00463 0.69824
C -2.54840 1.83536 1.88831
C -1.91383 1.51846 -0.47459
C -0.40299 1.63539 -0.27293
C 0.24339 0.29968 0.07067
C 1.75638 0.38362 0.22089
C 2.38919 -0.96411 0.53939
C 3.90065 -0.89657 0.72607
N 4.60784 -0.45898 -0.46753
C 4.83082 -1.30958 -1.50786
O 4.43790 -2.46349 -1.47848
C 5.58836 -0.71283 -2.67646
C 7.01635 -1.25593 -2.84539
C 7.04413 -2.77558 -3.02365
C 8.46598 -3.30513 -3.16934
C 9.20008 -2.62253 -4.31522
C 9.16180 -1.10854 -4.15371
C 7.73700 -0.56580 -4.01916
C 7.77446 0.95536 -3.90396
C -2.47769 -2.41177 -0.36354
C -2.66551 -3.26301 -1.44106
C -3.50497 -2.85836 -2.45642
F -3.69514 -3.68957 -3.50427
H -4.53098 -1.12949 -4.52206
H -5.81704 -2.07122 -3.79095
H -5.62932 -0.36215 -3.36960
H -4.45753 0.14968 -1.34651
H -3.22784 1.42998 2.63108
H -1.54648 1.86207 2.32606
H -2.84149 2.85327 1.62540
H -2.10517 0.85382 -1.31299
H -2.33903 2.49483 -0.72421
H 0.02783 2.03244 -1.19713
H -0.17726 2.36771 0.50792
H -0.18660 -0.08740 1.00086
H -0.00332 -0.43216 -0.70731
H 2.18824 0.78137 -0.70348
H 2.00167 1.10200 1.01326
H 1.94954 -1.36712 1.45709
H 2.17103 -1.67796 -0.25798
H 4.15266 -0.20343 1.53113
H 4.28093 -1.88228 0.99702
H 4.94989 0.48254 -0.52622
H 5.01174 -0.94604 -3.57672
H 5.61595 0.37174 -2.57361
H 7.58240 -1.00893 -1.93398
H 6.53921 -3.26018 -2.18995
H 6.46429 -3.03138 -3.91913
H 9.01258 -3.13136 -2.23508
H 8.44331 -4.38652 -3.32156
H 10.23389 -2.97084 -4.37120
H 8.72302 -2.89426 -5.26368
H 9.72607 -0.82530 -3.25574
H 9.65516 -0.62133 -4.99896
H 7.19036 -0.83378 -4.93477
H 8.20058 1.25768 -2.94240
H 8.40382 1.37780 -4.68913
H 6.78966 1.41237 -3.99646
H -1.84993 -2.70474 0.46745
H -2.18157 -4.22804 -1.49816
```

Calculated values
* E_HOMO: -9.06 eV
* SMILES: Cc1cc(C(=O)N(C)CCCCCCNC(=O)C[C@H]2CCCC[C@@H]2C)ccc1F
* ΔE to the lowest compared entry with this formula, charge and spin: 0.325 eV
* electronic energy: -1296.63752 hartree
* spin multiplicity: 1
* F_max: 0.2 eV Å⁻¹
* charge: 0
* gap between HOMO and LUMO: 9.68 eV

***

[4]
Molecular formula: C27H41F9OP2Tl
Method: DFT, ωB97M-V/def2-TZVPD

Geometry as XYZ:
```
81
C27H41F9OP2Tl | OMol25 | ωB97M-V/def2-TZVPD
Tl 0.03045 -0.48270 0.63504
C -0.34481 3.75549 1.78035
C -1.54977 3.71594 1.03333
C -1.95265 2.76190 3.07355
C -0.60619 3.19066 3.05525
C -2.54031 3.09520 1.83140
C 0.93328 4.38060 1.35861
H 1.07703 4.27278 0.27801
H 1.77600 3.90442 1.87287
H 0.96794 5.45875 1.58829
C 0.36521 2.98656 4.14706
H 1.25455 3.60874 3.99427
H 0.68161 1.93023 4.20730
H -0.07746 3.26934 5.11506
C -2.62450 2.12875 4.23634
H -2.79113 2.84558 5.05478
H -2.00588 1.31328 4.63371
H -3.59488 1.71464 3.94755
C -3.95748 2.88393 1.45556
H -4.59849 3.72480 1.77074
H -4.35134 1.97551 1.93119
H -4.06239 2.78375 0.36764
C -1.73372 4.22150 -0.34909
H -2.13769 5.24541 -0.34545
H -2.44204 3.59484 -0.90763
H -0.78210 4.24668 -0.89547
C 2.29073 -2.30036 -2.80720
C 2.44000 -1.02956 -3.25695
C 2.05785 -0.64630 -4.68410
C 0.78532 -1.30036 -5.26695
C -0.32897 -1.47026 -4.29273
C -0.62308 -2.61407 -3.64062
C 0.30979 -3.77463 -3.46947
C 1.82627 -3.44871 -3.62917
H 2.93073 -0.93965 -5.29830
H 1.00844 -2.25093 -5.78655
H 1.95100 0.44888 -4.81779
H 2.09687 -3.32587 -4.69358
H 2.62069 -2.60012 -1.81608
H 3.16301 -0.33034 -2.83800
H 2.38397 -4.33753 -3.27931
H 0.18427 -4.33152 -2.51234
H -1.66362 -2.84768 -3.43270
H 0.00852 -4.48010 -4.27089
H 0.39925 -0.63264 -6.05877
H -0.98736 -0.59225 -4.29113
P 1.69908 -0.08103 -1.30064
C 3.22169 -0.48042 -0.38449
C 1.35836 1.43813 -2.24131
P -1.50286 -1.52031 -1.34507
C 0.39689 -1.47773 -1.66602
C -2.42071 -0.38782 -2.44388
C -2.11732 -3.19537 -0.99704
H 3.01168 -0.82057 0.65494
H 3.86617 0.41961 -0.32026
H 3.75285 -1.27072 -0.93873
H 1.26751 1.19056 -3.32356
H 2.21285 2.14054 -2.13149
H 0.44253 1.98979 -1.92266
H -1.68728 -3.91285 -1.71585
H -3.22346 -3.21627 -1.05844
H -1.82762 -3.49252 0.03602
H 0.80370 -2.46143 -1.35568
H 0.38793 -1.02798 -2.70011
H -3.34452 -0.04263 -1.93216
H -2.73430 -0.88651 -3.38209
H -1.83579 0.52189 -2.68354
F 1.98326 -2.48242 2.15606
C 1.92336 -2.22980 3.51217
F 1.82289 -3.43722 4.13539
F 3.13265 -1.71438 3.84918
C 0.74525 -1.22212 3.85509
O 0.65633 -0.22444 2.93881
C -0.57981 -2.08035 3.79317
F -0.72246 -2.98217 4.78831
F -1.67850 -1.28025 3.83203
F -0.65720 -2.80569 2.61734
C 0.92803 -0.78423 5.38013
F 1.19396 -1.83659 6.21052
F 1.93995 0.11172 5.50140
F -0.20201 -0.18101 5.85487
```

Calculated values
* E_HOMO (spin up / spin down): -8.18 / -8.18 eV
* electronic energy: -2881.99467 hartree
* spin multiplicity: 1
* F_max: 4.4 eV Å⁻¹
* charge: +1
* gap between HOMO and LUMO (spin up / spin down): 2.76 / 2.77 eV

***

[5]
Molecular formula: C3H8BNO
Method: DFT, ωB97M-V/def2-TZVPD

Geometry as XYZ:
```
14
C3H8BNO | OMol25 | ωB97M-V/def2-TZVPD
B 1.34580 0.01628 -0.73639
C 0.37965 -0.32196 0.44153
C -0.50543 1.16910 -0.12990
N -1.81906 0.65444 -0.16245
O -1.70178 -0.71037 -0.52620
C -0.77689 -1.34709 0.33012
H 0.90583 -0.45201 -1.71777
H 2.17236 0.76264 -0.75400
H 0.74445 -0.06263 1.45462
H -0.32783 1.88114 0.66832
H -0.21029 1.44877 -1.10771
H -2.11483 0.65649 0.87991
H -0.54270 -2.19252 -0.35278
H -1.22939 -1.69664 1.27204
```

Calculated values
* E_HOMO: -9.55 eV
* SMILES: B[C@H]1CNOC1
* ΔE to the lowest compared entry with this formula, charge and spin: 5.270 eV
* electronic energy: -273.81334 hartree
* spin multiplicity: 1
* F_max: 3.7 eV Å⁻¹
* charge: 0
* gap between HOMO and LUMO: 10.26 eV

***

[6]
Molecular formula: C4H3NO
Method: DFT, ωB97M-V/def2-TZVPD

Geometry as XYZ:
```
9
C4H3NO | OMol25 | ωB97M-V/def2-TZVPD
N -1.62659 -0.50301 -1.52475
C -1.62756 0.14599 -0.46135
C -1.07275 1.07908 0.31881
O -0.84419 1.69117 1.28104
H -0.92777 -0.51031 -2.22199
C 1.19400 -0.65448 1.11794
C 1.83573 -0.24930 0.17601
H 0.42981 -0.90819 1.79386
H 2.63932 -0.09096 -0.47956
```

Calculated values
* E_HOMO: -8.33 eV
* SMILES: N=C=C=O.C#C
* ΔE to the lowest compared entry with this formula, charge and spin: 4.330 eV
* electronic energy: -284.01396 hartree
* spin multiplicity: 1
* F_max: 2.6 eV Å⁻¹
* charge: 0
* gap between HOMO and LUMO: 7.33 eV

***

[7]
Molecular formula: C14H16Cl5MnO4
Method: DFT, ωB97M-V/def2-TZVPD

Geometry as XYZ:
```
40
C14H16Cl5MnO4 | OMol25 | ωB97M-V/def2-TZVPD
Mn 0.00185 -0.00021 -0.05318
C 1.29087 2.26925 -1.58731
C 2.26637 1.20014 -1.19471
O 1.60538 -0.01978 -1.58531
C 2.22762 -1.27983 -1.25268
C 1.19005 -2.30383 -1.62224
O -0.03717 -1.94649 -0.92835
C -1.29057 -2.26929 -1.58712
C -2.26556 -1.20035 -1.19292
O -1.60491 0.01969 -1.58347
C -2.22690 1.27944 -1.24985
C -1.18977 2.30356 -1.62002
O 0.03812 1.94610 -0.92738
H 1.13189 2.25066 -2.66501
H 1.63684 3.25406 -1.28253
H 2.44548 1.20017 -0.11243
H 3.22256 1.32759 -1.69785
H 2.46023 -1.31197 -0.18471
H 3.14745 -1.43527 -1.81361
H 1.50678 -3.30430 -1.33644
H 0.99956 -2.27058 -2.69388
H -1.63625 -3.25426 -1.28244
H -1.13265 -2.25018 -2.66499
H -2.44359 -1.20105 -0.11055
H -3.22217 -1.32754 -1.69534
H -2.45870 1.31120 -0.18168
H -3.14706 1.43516 -1.81019
H -1.50616 3.30399 -1.33355
H -1.00020 2.27058 -2.69189
Cl 1.05747 -2.48546 1.79538
C 0.42054 -1.13008 2.66031
C -0.00050 0.00101 1.98268
C -0.42083 1.13200 2.66092
Cl -1.05522 2.48956 1.79772
C -0.41681 1.14137 4.04933
Cl -0.97325 2.51284 4.88579
C -0.00177 -0.00063 4.74282
Cl -0.00311 -0.00174 6.43414
C 0.41440 -1.14153 4.04862
Cl 0.96968 -2.51403 4.88393
```

Calculated values
* E_HOMO (spin up / spin down): -15.20 / -15.22 eV
* electronic energy: -4295.33386 hartree
* spin multiplicity: 5
* F_max: 1.3 eV Å⁻¹
* charge: +2
* gap between HOMO and LUMO (spin up / spin down): 4.95 / 8.01 eV
* ⟨S²⟩: 6.4773

***

[8]
Molecular formula: C3H7N2O
Method: DFT, ωB97M-V/def2-TZVPD

Geometry as XYZ:
```
13
C3H7N2O | OMol25 | ωB97M-V/def2-TZVPD
O 0.57096 -1.67012 -1.90911
C -0.23865 -1.64045 -1.02842
N -0.69929 -0.46193 -0.45168
C -0.55002 0.17635 1.26355
N 0.49519 1.06471 0.66766
C 0.34944 0.62804 -0.75335
H -0.94638 -2.42226 -0.55569
H -1.62102 0.44054 1.45275
H -0.16075 -0.56918 1.84102
H 0.23026 1.99085 0.90354
H 1.36083 0.74743 1.16543
H 1.30049 0.30867 -1.14011
H -0.09107 1.40734 -1.45560
```

Calculated values
* E_HOMO: -14.62 eV
* SMILES: O=CN1C[NH2+]C1
* ΔE to the lowest compared entry with this formula, charge and spin: 4.318 eV
* electronic energy: -302.88132 hartree
* spin multiplicity: 1
* F_max: 6.4 eV Å⁻¹
* charge: +1
* gap between HOMO and LUMO: 9.83 eV

***

What is the formula in the fourth record? C27H41F9OP2Tl

***

Look up the electronic energy of the sixth one. -284.01396 hartree